Entry 1:
Below is a molecular structure, C14H21CaO12 in a non-equilibrium geometry, with properties calculated with ωB97M-V with the def2-TZVPD basis set.

Properties
Gap between HOMO and LUMO, eV: 5.9
Lowest unoccupied orbital energy, eV: 2.1
Net charge: -1
Energy above the lowest of the compared OMol25 structures with the same formula, charge and spin, eV: 1.202

Last column: Löwdin charge in e.
CARTESIAN COORDINATES (ANGSTROEM)
Ca: 0.8073 0.0928 0.5765  1.49
C: 2.9277 3.8190 0.2791  -0.03
C: 2.2210 2.4766 0.4848  -0.75
O: 1.0030 2.3610 0.7876  -0.18
O: 2.9537 1.4648 0.4152  -0.07
H: 3.5108 3.8168 -0.6458  0.06
H: 3.6801 4.0232 1.0372  0.07
H: 2.1618 4.5920 0.1562  0.06
C: 2.6844 -0.8346 4.7792  -0.06
C: 2.8700 -0.5817 3.2849  -0.74
O: 3.9088 -0.7908 2.6680  -0.01
O: 1.7366 -0.2865 2.7341  -0.22
H: 2.4536 0.0989 5.3021  0.06
H: 3.6290 -1.0846 5.2783  0.05
H: 1.9241 -1.6006 4.8836  0.06
C: 2.4895 -3.6226 -1.1167  -0.03
C: 1.9668 -2.4219 -0.3546  -0.72
O: 0.7261 -2.2428 -0.1656  -0.17
O: 2.7129 -1.4188 -0.1969  -0.09
H: 3.5497 -3.7353 -0.8779  0.07
H: 2.4475 -3.5663 -2.2030  0.06
H: 1.9685 -4.5223 -0.7783  0.06
C: -0.9867 4.0697 -3.7759  -0.02
C: -1.0289 2.5573 -3.8504  -0.29
C: 0.1055 1.8181 -4.5879  -0.04
O: 0.8328 1.2316 -3.4851  0.10
C: 0.0224 1.1183 -2.4526  -0.54
O: 0.1573 0.2854 -1.5843  0.04
O: -0.9949 1.9834 -2.5261  0.11
H: -1.4923 4.4645 -2.8984  0.09
H: -1.6779 4.4138 -4.5609  0.08
H: -0.0484 4.5447 -4.0525  0.08
H: -1.9834 2.2494 -4.2822  0.14
H: 0.7835 2.4581 -5.1432  0.13
H: -0.2521 0.9588 -5.1528  0.13
C: -4.1150 -3.3830 2.7294  -0.02
C: -3.6243 -2.6748 1.4312  -0.29
C: -4.4191 -1.4508 0.9813  -0.09
O: -3.4369 -0.4269 0.9540  0.09
C: -2.2687 -0.8900 1.4561  -0.53
O: -1.2667 -0.2350 1.4503  0.06
O: -2.2970 -2.1882 1.6781  0.13
H: -4.0644 -2.6679 3.5482  0.09
H: -3.4684 -4.2341 2.9090  0.08
H: -5.1393 -3.6543 2.4649  0.08
H: -3.5860 -3.4786 0.6937  0.15
H: -5.2122 -1.3309 1.7272  0.13
H: -4.8721 -1.5752 0.0009  0.13

Entry 2:
Below is a molecular structure, C5H13N2O4S2 in a non-equilibrium geometry, with properties calculated with ωB97M-V with the def2-TZVPD basis set.

Properties
Gap between HOMO and LUMO, eV: 11.1
Lowest unoccupied orbital energy, eV: -3.2
Net charge: +1
Energy above the lowest of the compared OMol25 structures with the same formula, charge and spin, eV: 1.694

Last column: Löwdin charge in e.
CARTESIAN COORDINATES (ANGSTROEM)
C: -1.4323 -0.0801 0.4364  -0.28
C: -2.8832 -0.8404 -1.4331  0.01
C: 2.8167 -1.4527 1.4628  -0.05
C: 1.0435 2.6528 -1.5073  -0.11
C: 0.4442 0.5258 0.7163  -0.16
N: -1.6538 -0.3197 -0.7821  0.03
N: -2.0909 -0.1368 1.5426  0.21
O: 0.5102 -1.0341 2.6671  -0.32
O: 0.3299 -2.1795 0.4853  -0.30
O: 2.6384 0.9057 -0.5961  -0.31
O: 0.7003 0.1112 -1.8663  -0.29
S: 0.9736 -1.1964 1.3589  0.63
S: 1.2302 0.9905 -0.8993  0.61
H: -3.0517 -0.3226 -2.4352  0.12
H: -2.8719 -1.8900 -1.6256  0.08
H: -3.7352 -0.5444 -0.7393  0.11
H: 2.9673 -0.7831 0.5769  0.04
H: 2.8858 -1.0529 2.5046  0.09
H: 2.8384 -2.5675 1.3052  0.10
H: 0.1366 3.1767 -1.2056  0.07
H: 2.0237 3.2321 -1.3191  0.11
H: 1.1252 2.4187 -2.6226  0.10
H: 0.3014 1.4381 1.3829  0.12
H: -0.7573 -0.2429 -1.3836  0.10
H: -1.6407 0.0301 2.4380  0.13
H: -2.8484 -0.8387 1.5384  0.16

Entry 3:
Below is C5H5NSe in the gas phase in a non-equilibrium geometry, with properties calculated with ωB97M-V with the def2-TZVPD basis set.

Properties
Gap between HOMO and LUMO (alpha / beta), eV: 7.9 / 7.9
Lowest unoccupied orbital energy (alpha / beta), eV: -0.3 / -0.2
Net charge: 0
Energy above the lowest of the compared OMol25 structures with the same formula, charge and spin, eV: 2.190

Last column: Löwdin charge in e.
CARTESIAN COORDINATES (ANGSTROEM)
C: 0.9370 1.0870 0.1444  -0.10
C: 1.6088 -0.1253 0.1773  -0.08
C: -0.4545 1.2822 -0.0170  -0.24
C: 0.9462 -1.3839 -0.0560  -0.34
C: -1.2721 0.2576 -0.0143  -0.54
N: -0.2256 -1.7048 0.1389  0.16
Se: -3.0853 0.1034 0.0315  0.81
H: 1.6259 1.9508 0.2455  0.11
H: 2.6448 -0.1722 0.2725  0.07
H: -1.0109 2.2368 -0.1383  0.12
H: 1.6018 -2.1104 -0.5468  0.11
H: -3.3160 -1.4213 -0.2378  -0.09

Entry 4:
Below is a molecular structure, C2H5FeO2 in a non-equilibrium geometry, with properties calculated with ωB97M-V with the def2-TZVPD basis set.

Properties
Gap between HOMO and LUMO (alpha / beta), eV: 10.5 / 7.2
Lowest unoccupied orbital energy (alpha / beta), eV: -11.4 / -14.4
Net charge: +2
Energy above the lowest of the compared OMol25 structures with the same formula, charge and spin, eV: 1.602
Spin multiplicity: 6

Last column: Löwdin charge in e.
CARTESIAN COORDINATES (ANGSTROEM)
C: -1.0641 -0.6535 -0.2491  0.03
H: -1.5912 -1.0468 0.6346  0.14
H: -1.6717 -0.9375 -1.1230  0.14
C: -1.0497 0.8123 -0.1588  -0.10
O: -0.0307 1.4961 -0.0440  -0.05
Fe: 1.8135 1.3690 0.0752  1.52
H: -2.0190 1.3335 -0.0857  0.19
O: 2.6113 -0.4657 0.1938  -0.08
H: 3.0156 -0.8185 1.0149  0.10
H: -0.0139 -1.0888 -0.2579  0.11

Entry 5:
Below is C19H21N3O3S2 in the gas phase in a non-equilibrium geometry, with properties calculated with ωB97M-V with the def2-TZVPD basis set.

Properties
Gap between HOMO and LUMO, eV: 7.9
Lowest unoccupied orbital energy, eV: -0.1
Net charge: 0
Energy above the lowest of the compared OMol25 structures with the same formula, charge and spin, eV: 2.001
SMILES: Cc1nsc(-c2c(NC(=O)C3=C(C(=O)O)[C@H]4CC[C@@H]3CC4)sc(C)c2C)n1

Last column: Löwdin charge in e.
CARTESIAN COORDINATES (ANGSTROEM)
O: 0.3789 0.1311 3.3445  0.10
O: -0.9354 2.4532 -1.0232  0.06
N: 1.5785 -1.7542 0.0902  0.07
N: 2.9247 -3.5857 0.4346  -0.24
O: 0.9300 1.7835 1.8609  0.11
S: 3.6359 -2.8352 -0.9209  1.02
S: 1.2683 1.7764 -3.0376  1.11
C: 0.0747 0.8706 2.4319  -0.44
C: -0.7831 1.3928 -0.4159  -0.42
C: 2.3700 -1.5948 -0.9425  -0.46
C: 1.9285 -2.8618 0.8578  -0.50
C: 2.1253 -0.4907 -1.8911  -0.19
C: 1.1880 0.4972 -1.7563  -0.38
C: 2.5529 0.8751 -3.7851  -0.56
C: 2.9316 -0.2645 -3.1032  -0.28
C: -1.3426 0.8135 1.9858  -0.04
C: -1.6838 1.1027 0.6782  -0.03
N: 0.1753 0.4480 -0.7726  0.12
C: 1.1808 -3.2433 2.0985  -0.02
C: 3.2915 1.4964 -4.9333  -0.11
C: 3.9857 -1.1985 -3.5795  -0.08
C: -3.3577 1.8111 2.8657  -0.14
C: -3.3114 -0.6482 2.3353  -0.10
C: -3.7767 2.1477 1.4073  -0.11
C: -3.7501 -0.3038 0.8806  -0.13
C: -2.5082 0.5537 2.9227  -0.24
C: -3.2054 1.0558 0.4612  -0.24
H: 1.8124 1.6589 2.2588  0.14
H: 0.2776 -0.3181 -0.1183  0.10
H: 1.2350 -4.3098 2.3251  0.08
H: 0.1582 -2.9002 2.0342  0.06
H: 1.6272 -2.7117 2.9564  0.09
H: 4.3692 1.4803 -4.8470  0.07
H: 2.9972 2.5711 -4.9547  0.07
H: 2.9492 0.9772 -5.8285  0.08
H: 3.4996 -2.1677 -3.7632  0.09
H: 4.8061 -1.2956 -2.8847  0.06
H: 4.4507 -0.8938 -4.5304  0.08
H: -2.8741 2.6335 3.3790  0.11
H: -4.2975 1.6797 3.4287  0.12
H: -2.6382 -1.4968 2.3063  0.10
H: -4.1547 -0.9259 2.9482  0.11
H: -3.3375 3.0995 1.1156  0.11
H: -4.8802 2.2195 1.2909  0.12
H: -4.8200 -0.3369 0.8077  0.11
H: -3.3450 -1.0740 0.2064  0.12
H: -2.1955 0.4319 3.9457  0.14
H: -3.5057 1.2507 -0.5703  0.15